1.
{
  "formula": "C15H21AsN4NiOSe4",
  "method": "ωB97M-V/def2-TZVPD",
  "elements": ["Ni", "Se", "Se", "Se", "Se", "N", "C", "C", "N", "C", "C", "N", "C", "C", "N", "H", "H", "H", "H", "H", "H", "C", "As", "C", "C", "C", "C", "C", "C", "C", "C", "H", "H", "H", "H", "H", "H", "H", "H", "H", "H", "H", "H", "H", "O", "H", "H"],
  "coordinates": [[-0.875, -1.456, 0.069], [-2.815, -1.677, -1.403], [-4.524, -1.033, -0.086], [-4.725, -4.641, -0.328], [-3.247, -4.053, -1.852], [2.842, -3.141, -0.824], [3.325, -1.937, -1.286], [2.258, -1.092, -1.273], [1.135, -1.750, -0.826], [1.523, -2.976, -0.559], [0.594, -3.917, 0.034], [-0.503, -3.470, 0.594], [-1.183, -4.577, 1.042], [-0.470, -5.701, 0.761], [0.669, -5.267, 0.119], [3.389, -3.968, -0.662], [4.356, -1.793, -1.565], [2.228, -0.058, -1.580], [-2.149, -4.506, 1.515], [-0.676, -6.743, 0.938], [1.349, -5.860, -0.319], [-2.134, 2.034, 0.690], [-0.703, 0.923, -0.003], [-0.596, 1.684, -1.791], [0.850, 1.745, 0.917], [1.073, 3.200, 0.631], [0.485, 4.187, 1.422], [0.656, 5.534, 1.128], [1.425, 5.919, 0.037], [2.028, 4.947, -0.752], [1.852, 3.603, -0.456], [-1.884, 3.088, 0.571], [-2.309, 1.808, 1.740], [-3.037, 1.798, 0.132], [-0.436, 2.760, -1.754], [-1.547, 1.469, -2.277], [0.199, 1.212, -2.370], [1.719, 1.147, 0.644], [0.651, 1.572, 1.974], [-0.108, 3.894, 2.282], [0.189, 6.285, 1.754], [1.557, 6.969, -0.195], [2.638, 5.237, -1.601], [2.329, 2.848, -1.074], [-2.095, -1.239, 1.984], [-2.378, -2.100, 2.311], [-2.921, -0.908, 1.547]],
  "spin_multiplicity": 3,
  "e_lumo_ha": [-0.006, -0.038],
  "charge": 0,
  "relative_energy_kj_mol": 0.00,
  "s2": 2.02,
  "energy_ev": -387172.0607,
  "homo_lumo_gap_ev": [6.09, 5.11]
}


2.
{
  "formula": "C5H7N2",
  "method": "ωB97M-V/def2-TZVPD",
  "elements": ["C", "C", "C", "C", "C", "N", "N", "H", "H", "H", "H", "H", "H", "H"],
  "coordinates": [[1.525, -0.317, 2.351], [1.642, -1.742, 2.043], [0.152, -0.119, 1.072], [-0.391, 1.158, -0.590], [0.305, -0.218, -0.423], [2.473, -1.113, 2.894], [0.919, 0.696, 1.958], [1.798, -2.767, 1.751], [-0.888, -0.569, 1.382], [-0.699, 1.111, -1.695], [0.366, 2.026, -0.209], [-1.322, 1.358, -0.082], [1.353, -0.240, -0.770], [-0.319, -0.945, -0.896]],
  "e_lumo_ha": -0.203,
  "charge": 1,
  "relative_energy_kj_mol": 730.67,
  "energy_ev": -8265.2043,
  "homo_lumo_gap_ev": 10.22
}


3.
{
  "formula": "C31H43N2OS4SbSi3SnTe",
  "method": "ωB97M-V/def2-TZVPD",
  "elements": ["Sn", "C", "Sb", "C", "C", "C", "C", "C", "C", "N", "Si", "C", "C", "C", "C", "C", "C", "C", "C", "C", "N", "Si", "C", "C", "C", "Si", "C", "C", "C", "H", "H", "H", "H", "H", "H", "H", "H", "H", "H", "H", "H", "H", "H", "H", "H", "H", "H", "H", "H", "H", "H", "H", "H", "H", "H", "H", "H", "H", "H", "H", "H", "H", "H", "H", "H", "H", "H", "O", "C", "S", "C", "C", "S", "S", "S", "Te", "C", "C", "C", "C", "C", "C", "H", "H", "H", "H", "H"],
  "coordinates": [[-2.701, 7.228, 17.332], [-5.129, 2.947, 17.756], [-4.390, 4.408, 19.076], [-4.534, 6.154, 17.790], [-5.273, 7.209, 18.593], [-4.931, 7.756, 19.780], [-5.717, 8.804, 20.240], [-6.799, 9.226, 19.546], [-7.064, 8.601, 18.352], [-6.308, 7.675, 17.856], [-5.482, 5.937, 16.183], [-7.155, 5.181, 16.408], [-5.668, 7.405, 15.061], [-4.489, 4.767, 15.115], [-2.509, 3.181, 19.525], [-1.926, 2.720, 18.243], [-1.098, 1.557, 18.181], [-0.688, 1.045, 16.932], [-0.974, 1.762, 15.768], [-1.787, 2.890, 15.954], [-2.236, 3.373, 17.147], [-1.037, 4.200, 20.437], [-0.290, 5.051, 18.953], [0.437, 3.445, 21.270], [-1.947, 5.234, 21.713], [-3.326, 1.811, 20.697], [-4.108, 0.387, 19.580], [-2.181, 1.170, 21.952], [-4.686, 2.621, 21.778], [-4.518, 2.045, 17.659], [-5.297, 3.433, 16.799], [-6.111, 2.554, 18.143], [-4.125, 7.360, 20.358], [-5.306, 9.322, 21.145], [-7.300, 10.103, 19.858], [-7.941, 8.906, 17.853], [-8.028, 5.915, 16.176], [-7.250, 4.842, 17.469], [-7.237, 4.287, 15.755], [-6.298, 8.168, 15.455], [-6.086, 6.943, 14.196], [-4.684, 7.828, 14.623], [-5.080, 4.339, 14.314], [-4.120, 3.820, 15.598], [-3.807, 5.266, 14.546], [-0.926, 1.072, 19.180], [-0.114, 0.130, 16.850], [-0.679, 1.452, 14.801], [-2.018, 3.470, 15.086], [0.331, 4.309, 18.404], [0.350, 5.900, 19.180], [-1.018, 5.412, 18.208], [0.286, 3.132, 22.287], [1.113, 4.281, 21.315], [0.816, 2.491, 20.804], [-2.547, 6.047, 21.327], [-1.255, 5.609, 22.453], [-2.532, 4.462, 22.195], [-4.302, -0.628, 19.994], [-3.481, 0.242, 18.744], [-5.107, 0.798, 19.418], [-1.849, 2.036, 22.584], [-1.316, 0.599, 21.619], [-2.722, 0.410, 22.613], [-4.570, 3.661, 22.125], [-4.711, 1.838, 22.554], [-5.628, 2.450, 21.253], [-1.310, 13.231, 20.385], [-1.567, 12.193, 19.861], [-2.819, 11.954, 18.606], [-2.510, 10.285, 18.319], [-1.608, 9.684, 19.123], [-1.388, 7.941, 19.204], [-0.632, 10.724, 20.126], [-3.555, 9.502, 17.076], [-1.323, 7.336, 14.963], [-0.063, 5.566, 14.882], [-0.084, 4.720, 13.722], [0.896, 3.767, 13.493], [1.844, 3.519, 14.497], [1.867, 4.413, 15.600], [0.941, 5.449, 15.795], [-0.788, 4.924, 12.840], [0.921, 3.217, 12.624], [2.513, 2.678, 14.451], [2.738, 4.277, 16.281], [1.069, 6.076, 16.623]],
  "e_lumo_ha": -0.026,
  "charge": 0,
  "relative_energy_kj_mol": 145.79,
  "energy_ev": -124509.0325,
  "homo_lumo_gap_ev": 6.85
}


4.
{
  "formula": "C21H21BN6Sc",
  "method": "ωB97M-V/def2-TZVPD",
  "elements": ["Sc", "C", "C", "C", "C", "C", "N", "C", "C", "C", "C", "C", "C", "C", "N", "C", "C", "C", "N", "C", "C", "N", "C", "C", "C", "N", "H", "H", "H", "H", "H", "H", "H", "H", "H", "H", "H", "H", "H", "H", "H", "H", "H", "H", "B", "C", "N", "H", "H", "H"],
  "coordinates": [[0.012, -1.665, 0.577], [4.233, 1.989, 3.412], [3.072, 1.541, 2.572], [1.756, 1.856, 2.927], [0.690, 1.447, 2.156], [0.879, 0.733, 0.962], [-0.200, 0.253, 0.186], [-1.185, 1.104, -0.309], [-1.159, 2.492, -0.140], [-2.189, 3.289, -0.597], [-3.305, 2.751, -1.226], [-4.452, 3.623, -1.658], [-3.324, 1.381, -1.433], [-2.267, 0.574, -1.022], [-2.309, -0.806, -1.407], [-2.974, -1.304, -2.463], [-2.873, -2.680, -2.442], [-2.105, -2.954, -1.322], [-1.753, -1.820, -0.696], [2.203, 0.386, 0.642], [3.276, 0.778, 1.434], [2.475, -0.455, -0.489], [3.425, -0.356, -1.427], [3.421, -1.528, -2.159], [2.425, -2.310, -1.579], [1.854, -1.660, -0.565], [4.534, 3.003, 3.143], [5.090, 1.333, 3.272], [3.976, 1.994, 4.471], [1.565, 2.411, 3.837], [-0.321, 1.686, 2.459], [-0.313, 2.949, 0.353], [-2.126, 4.360, -0.443], [-4.925, 4.097, -0.796], [-5.214, 3.047, -2.180], [-4.111, 4.416, -2.323], [-4.185, 0.932, -1.909], [-3.461, -0.655, -3.169], [-3.295, -3.377, -3.143], [-1.754, -3.896, -0.928], [4.279, 0.463, 1.173], [4.035, 0.529, -1.506], [4.049, -1.780, -2.994], [2.089, -3.303, -1.831], [0.169, -4.618, 1.177], [-0.078, -3.400, 2.097], [-0.363, -2.487, 2.755], [-0.824, -5.266, 1.055], [1.223, -5.130, 1.407], [0.336, -3.965, 0.089]],
  "e_lumo_ha": -0.118,
  "charge": 1,
  "relative_energy_kj_mol": 0.00,
  "energy_ev": -52431.5206,
  "homo_lumo_gap_ev": 7.65
}


5.
{
  "formula": "C17H22N3O3PtS",
  "method": "ωB97M-V/def2-TZVPD",
  "elements": ["Pt", "N", "C", "O", "C", "C", "H", "H", "H", "H", "H", "H", "N", "C", "C", "O", "O", "H", "H", "H", "H", "H", "N", "S", "C", "C", "C", "C", "C", "C", "C", "C", "C", "C", "C", "C", "H", "H", "H", "H", "H", "H", "H", "H", "H", "H", "H"],
  "coordinates": [[0.735, -0.522, -0.804], [1.618, -4.282, -1.856], [1.705, -3.037, -1.490], [0.650, -2.453, -1.038], [2.977, -2.266, -1.519], [2.699, -0.768, -1.424], [0.741, -4.783, -1.788], [2.421, -4.788, -2.204], [3.543, -2.482, -2.428], [3.583, -2.623, -0.681], [2.595, -0.294, -2.398], [3.367, -0.213, -0.775], [0.337, 3.739, -2.813], [0.052, 2.389, -3.417], [0.272, 1.292, -2.400], [0.091, 0.091, -2.719], [0.652, 1.561, -1.217], [1.087, 4.230, -3.307], [0.627, 3.618, -1.834], [-0.486, 4.349, -2.827], [0.705, 2.220, -4.272], [-0.978, 2.351, -3.771], [1.289, -0.603, 1.081], [0.215, -0.831, 2.310], [-1.153, -1.289, 1.283], [-1.497, -0.397, 0.241], [-2.457, -0.817, -0.680], [-3.056, -2.071, -0.557], [-2.721, -2.900, 0.497], [-1.735, -2.523, 1.422], [-0.290, 0.767, 2.904], [0.476, 1.892, 2.640], [0.106, 3.090, 3.239], [-0.990, 3.139, 4.089], [-1.744, 1.997, 4.335], [-1.387, 0.790, 3.758], [2.250, -0.487, 1.368], [-1.290, 0.666, 0.352], [-2.774, -0.149, -1.470], [-3.810, -2.379, -1.268], [-3.216, -3.856, 0.612], [-1.442, -3.195, 2.219], [1.343, 1.846, 1.994], [0.688, 3.983, 3.052], [-1.241, 4.064, 4.589], [-2.601, 2.041, 4.993], [-1.954, -0.108, 3.980]],
  "e_lumo_ha": -0.375,
  "charge": 3,
  "relative_energy_kj_mol": 0.00,
  "energy_ev": -42653.0876,
  "homo_lumo_gap_ev": 7.15
}


6.
{
  "formula": "C3H7NO2",
  "method": "ωB97M-V/def2-TZVPD",
  "elements": ["C", "C", "N", "H", "H", "H", "H", "H", "O", "C", "O", "H", "H"],
  "coordinates": [[-2.472, 0.062, 0.028], [-1.583, 1.049, 0.100], [-0.747, 1.348, 1.201], [-3.169, 0.173, -0.777], [-2.565, -0.741, 0.752], [-1.734, 1.853, -0.615], [-1.197, 1.482, 2.090], [-0.085, 2.091, 1.053], [2.303, -0.419, -1.279], [1.712, -1.166, -0.551], [0.794, -0.865, 0.326], [1.926, -2.239, -0.486], [0.209, -0.154, 0.660]],
  "e_lumo_ha": 0.029,
  "charge": 0,
  "relative_energy_kj_mol": 207.76,
  "smiles": "C=CN.O=CO",
  "energy_ev": -8808.3756,
  "homo_lumo_gap_ev": 10.35
}